{
  "formula": "C5H13NP",
  "method": "ωB97M-V/def2-TZVPD",
  "symbols": ["C", "C", "C", "N", "C", "P", "C", "H", "H", "H", "H", "H", "H", "H", "H", "H", "H", "H", "H", "H"],
  "xyz": [[0.7071, -2.0070, -1.2088], [0.1229, -1.0319, -0.2275], [-1.0518, -0.1756, -0.9020], [-1.1997, 1.1233, -0.1331], [0.1986, 1.6775, -0.2271], [1.4329, 0.2471, 0.2884], [1.0083, 0.3680, 2.0993], [1.4200, -1.5283, -1.8007], [-0.1558, -2.1685, -1.8866], [1.1544, -2.8920, -0.7922], [-0.3654, -1.6352, 0.6303], [-0.8858, -0.0284, -2.0386], [-2.0600, -0.6826, -0.7515], [-1.9621, 1.7250, -0.5410], [-1.5469, 1.0044, 0.9504], [0.4050, 1.9992, -1.2234], [0.4025, 2.5421, 0.3555], [0.5477, 1.4296, 2.1606], [1.7214, 0.2578, 2.8222], [0.1066, -0.2245, 2.4259]],
  "smiles": "C[C@@H]1C[NH2+]CP1C",
  "e_above_lowest_kcal_mol": 21.5,
  "energy_ha": -594.114945,
  "homo_lumo_gap_ev": 9.99,
  "total_charge": 1
}